The following is a DFT calculation (ωB97M-V/def2-TZVPD) of a structure of composition C48H73BIrN9O4PS4.

## Properties
- Gap between HOMO and LUMO (spin up / spin down): 0.18255 / 0.10078 hartree
- Charge: +1
- E_LUMO (spin up / spin down): -3.57 / -5.79 eV
- Max |F|: 1.92 eV Å⁻¹
- 2S+1: 5
- DFT total energy: -4729.655543 a.u.

Each line ends with the Löwdin charge.
Atoms and positions in Å:
Ir -0.36586 -0.24154 0.01445  1.066
S -0.16279 -0.67256 -2.72958  0.805
S -1.51198 -2.51392 0.04290  0.718
S -0.65020 -0.42739 2.48533  0.663
S -5.97689 6.25954 -3.60713  0.390
P 3.23527 -0.56019 0.66386  0.901
O -7.41833 6.21260 -3.69208  -0.351
O 1.77295 -0.54148 0.27286  -0.490
O -5.29355 5.16027 -4.25223  -0.383
O -5.36556 7.55220 -3.82310  -0.354
N -4.96572 4.93207 -1.46625  0.132
N -1.62051 1.91016 0.81218  -0.169
N -3.47716 -2.85414 -1.91118  0.025
N -3.57387 -0.99734 -0.74453  0.039
N 0.12629 1.93079 -1.89267  -0.057
N -2.20082 1.00174 -0.13227  -0.074
N -6.18883 6.89082 -0.93592  0.143
N -3.28611 -0.58055 1.75474  0.035
N -2.89043 -1.31530 3.78706  0.019
C -2.32326 -0.75964 2.68050  -0.652
C -0.05213 0.63780 -1.75672  -0.842
C -2.88528 -2.14441 -0.91559  -0.626
C 5.04689 -3.84518 2.11602  -0.197
C -2.68147 -3.88234 -3.97375  -0.014
C 5.34717 -1.37528 -3.35494  -0.187
C -4.23179 -1.51096 3.52222  -0.015
C -1.24240 -2.80918 4.86633  -0.031
C 4.98330 -2.58789 -2.50339  -0.181
C -0.56784 2.70655 0.39965  -0.066
C 4.16811 -0.39178 -3.37716  -0.174
C -0.66147 3.78314 -3.31109  -0.005
C 3.37759 -0.42571 -2.06073  -0.224
C -4.59371 -0.96328 -1.66494  -0.008
C 6.08864 1.53148 1.35614  -0.187
C 0.41671 2.70780 -3.17012  -0.512
C -4.47342 -4.98455 -2.57985  -0.024
C -5.67871 5.99126 -1.77403  -0.326
C -1.57558 -0.43006 5.69038  -0.037
C -2.48155 2.44182 1.80505  -0.081
C 3.59472 1.01353 1.55179  -0.334
C 4.46989 2.68273 -0.19441  -0.192
C 1.81037 3.34533 -3.03415  -0.016
C -2.24290 -1.67016 5.08663  -0.542
C -3.31659 -2.14436 6.06354  -0.048
C 0.40935 1.82354 -4.40917  -0.066
C 0.16298 2.74409 -0.72100  -0.101
C 2.59977 -4.03501 2.83647  -0.173
C -5.19237 5.58737 0.79499  0.003
C 3.44634 -1.86366 1.94419  -0.329
C 4.04299 -4.56295 3.02114  -0.174
C 4.27017 -0.77448 -0.86227  -0.310
C -2.69872 1.75207 -1.25407  -0.091
C 5.75662 2.82729 0.61799  -0.184
C -2.12145 -4.98957 -1.81087  -0.072
C -4.53909 -2.10217 -2.38103  -0.015
C 3.29810 2.24797 0.68805  -0.184
C -3.56175 3.15287 1.42812  0.005
C 4.93816 1.12708 2.27761  -0.170
C -3.39231 2.89771 -1.10981  0.010
C -3.86339 3.54048 0.07697  -0.084
C 4.88406 -2.18325 -1.02529  -0.176
C 2.49191 -3.03876 1.68300  -0.206
C 4.89857 -2.32658 2.22018  -0.184
C -4.47050 -1.06010 2.27954  -0.023
C -4.70276 4.69735 -0.16871  -0.228
C -5.93574 6.67205 0.35582  -0.098
C -3.17322 -4.17444 -2.55388  -0.536
B -3.40183 0.08415 0.35613  -0.594
H 2.79934 0.95081 2.30790  0.122
H 5.18308 -2.03027 3.23181  0.117
H -3.72326 3.38837 -2.02179  0.123
H 4.02810 -2.99273 -2.84896  0.118
H 3.05749 -1.34917 2.83180  0.126
H -3.42872 -3.33552 -4.54880  0.088
H 2.20168 3.56646 -4.02527  0.100
H 5.88503 -2.19205 -0.59049  0.117
H -4.07083 -1.37522 6.23477  0.096
H -1.14514 -4.51463 -1.83909  0.058
H -0.71518 4.42195 -2.42996  0.093
H -4.20164 3.52677 2.21602  0.118
H 4.91496 -4.16902 1.08193  0.099
H -2.20802 2.27136 2.83952  0.119
H -2.30470 0.37462 5.80102  0.096
H -4.89703 -5.06028 -1.57757  0.100
H 6.99186 1.66688 1.95260  0.119
H -6.33398 7.40223 1.05114  0.113
H -5.26853 -0.12733 -1.73531  0.144
H -1.64431 3.34316 -3.47591  0.089
H -2.53685 1.31890 -2.23262  0.121
H 6.23495 -0.89503 -2.93333  0.117
H -4.40793 0.72567 0.36901  0.135
H 6.57856 3.10543 -0.04323  0.117
H 2.50514 2.65780 -2.54584  0.070
H 1.91142 -4.86270 2.66229  0.111
H -3.80040 -3.06226 5.72788  0.091
H 5.72992 -3.37443 -2.61293  0.117
H 1.18336 1.05691 -4.36240  0.062
H 5.60154 -1.84188 1.53784  0.092
H 1.78686 4.28114 -2.47658  0.089
H 2.89046 0.53810 -1.89290  0.077
H -0.78476 -3.07696 5.81856  0.096
H -4.99393 5.46606 1.85167  0.096
H 6.29481 0.73436 0.63507  0.099
H 2.27051 -3.53400 3.75094  0.108
H 5.63335 3.63158 1.34950  0.121
H 1.46885 -2.66620 1.60883  0.074
H -0.42745 4.41237 -4.16926  0.109
H -1.76531 -3.29046 -3.94276  0.075
H 4.83283 1.89551 3.04898  0.129
H -0.55945 1.35171 -4.56906  0.074
H -1.18765 -0.67758 6.67765  0.095
H -4.25900 -5.99025 -2.93698  0.096
H 2.41626 2.04357 0.07812  0.065
H 4.08378 -5.63209 2.81174  0.110
H -5.21957 -4.55131 -3.24460  0.081
H 4.53056 0.61896 -3.57998  0.111
H 4.63000 1.96103 -1.00025  0.093
H 4.28650 -2.92469 -0.49371  0.083
H 4.22519 3.63931 -0.66169  0.114
H 3.04274 3.07668 1.35605  0.130
H -0.74970 -0.07452 5.08112  0.034
H -2.40725 -5.15643 -0.77204  0.080
H 2.72180 -3.53428 0.73638  0.113
H 0.90073 3.52825 -0.76678  0.112
H -5.38763 -1.03025 1.71808  0.136
H -2.03855 -5.95996 -2.29865  0.097
H -5.17433 -2.43586 -3.18000  0.131
H -2.83673 -2.35622 7.01689  0.098
H -1.75113 -3.68748 4.46545  0.096
H 5.07322 -0.04022 -0.80317  0.094
H 4.35074 -4.43199 4.06035  0.112
H 5.17448 0.19218 2.78906  0.091
H 0.61474 2.45298 -5.27331  0.104
H -2.47342 -4.81971 -4.48831  0.100
H -0.45584 -2.52089 4.17474  0.034
H 5.59831 -1.67996 -4.37065  0.114
H -4.91604 -1.94918 4.22245  0.122
H -0.32016 3.44723 1.14808  0.150
H 6.06141 -4.12237 2.40512  0.120
H 2.58409 -1.17003 -2.11360  0.077
H 3.48861 -0.65843 -4.19046  0.111